{"formula": "C31H30N3O3PtS4", "method": "wB97M-V/def2-TZVPD", "orbital_gap_ev": [3.2, 4.8], "total_charge": 1, "spin_multiplicity": 5, "homo_ev": [-7.574, -10.708], "elements": ["Pt", "C", "C", "N", "C", "C", "C", "C", "C", "C", "C", "C", "C", "N", "C", "H", "H", "H", "H", "H", "H", "H", "H", "C", "C", "C", "C", "C", "C", "C", "C", "S", "C", "N", "C", "C", "C", "C", "C", "C", "C", "C", "H", "H", "H", "H", "H", "H", "H", "H", "H", "H", "H", "H", "H", "H", "H", "H", "O", "S", "O", "O", "S", "C", "S", "C", "H", "H", "H", "H", "H", "H"], "xyz": [[7.47, 11.01, 10.45], [8.69, 14.63, 12.63], [8.62, 13.28, 12.23], [7.70, 12.87, 11.38], [6.75, 13.72, 10.90], [6.81, 15.12, 11.24], [7.85, 15.58, 12.13], [5.85, 16.00, 10.55], [5.05, 15.46, 9.54], [4.85, 14.06, 9.40], [4.00, 13.47, 8.46], [3.91, 12.10, 8.41], [4.80, 11.34, 9.15], [5.80, 11.84, 9.87], [5.71, 13.20, 10.15], [9.55, 14.86, 13.26], [9.26, 12.54, 12.71], [7.82, 16.66, 12.44], [5.84, 17.05, 10.83], [4.77, 16.13, 8.71], [3.38, 14.09, 7.87], [3.30, 11.60, 7.65], [4.71, 10.27, 9.24], [7.95, 6.27, 18.00], [8.06, 7.61, 17.17], [9.56, 7.93, 16.85], [7.62, 8.85, 18.12], [7.20, 7.48, 15.94], [5.83, 7.10, 16.10], [5.00, 7.05, 14.99], [5.44, 7.44, 13.71], [4.65, 7.57, 12.14], [6.20, 8.07, 11.56], [7.23, 8.24, 12.33], [6.84, 7.80, 13.57], [7.66, 7.89, 14.72], [6.39, 8.30, 10.12], [5.74, 7.42, 9.22], [6.08, 7.40, 7.88], [7.04, 8.31, 7.45], [7.74, 9.12, 8.30], [7.27, 9.26, 9.62], [8.79, 6.14, 18.67], [8.00, 5.36, 17.27], [7.02, 6.26, 18.59], [10.18, 7.88, 17.77], [9.59, 8.94, 16.43], [10.08, 7.25, 16.26], [8.52, 9.28, 18.61], [6.99, 8.50, 18.94], [7.02, 9.59, 17.59], [5.44, 6.78, 17.03], [3.99, 6.71, 15.11], [8.66, 8.36, 14.56], [5.02, 6.69, 9.59], [5.66, 6.66, 7.19], [7.28, 8.14, 6.41], [8.61, 9.63, 7.83], [12.36, 9.03, 15.04], [12.79, 9.21, 13.65], [13.86, 8.40, 13.18], [12.41, 10.42, 12.89], [9.55, 10.21, 11.06], [12.12, 9.55, 9.69], [10.98, 11.05, 9.70], [11.96, 12.37, 10.59], [13.04, 9.75, 9.23], [11.58, 8.84, 9.06], [12.23, 9.16, 10.70], [12.52, 11.91, 11.37], [11.10, 12.95, 10.93], [12.48, 12.94, 9.84]], "lowdin_charge": [1.043, -0.083, -0.161, -0.106, -0.198, -0.116, -0.007, 0.004, -0.017, -0.149, -0.028, -0.065, -0.142, -0.138, -0.162, 0.109, 0.096, 0.137, 0.114, 0.132, 0.104, 0.118, 0.104, -0.048, -0.483, -0.086, -0.021, -0.189, -0.004, -0.065, -0.408, 1.132, -0.580, 0.121, -0.272, 0.036, -0.227, -0.029, -0.027, -0.064, -0.084, -0.366, 0.067, 0.119, 0.071, 0.097, 0.078, 0.052, 0.085, 0.067, 0.076, 0.107, 0.107, 0.127, 0.104, 0.131, 0.115, 0.121, -0.235, 0.766, -0.214, -0.304, 0.344, -0.291, 0.577, -0.252, 0.038, 0.044, 0.004, 0.008, 0.022, 0.044]}


{"formula": "C5H8O2", "method": "wB97M-V/def2-TZVPD", "orbital_gap_ev": 11.1, "spin_multiplicity": 1, "homo_ev": -10.358, "elements": ["C", "C", "C", "C", "C", "O", "O", "H", "H", "H", "H", "H", "H", "H", "H"], "xyz": [[-0.75, 1.45, -0.42], [-0.27, 0.04, 0.05], [-1.06, -1.11, 0.71], [0.89, -0.55, -0.79], [1.75, 0.05, 0.31], [2.91, 0.16, 0.58], [0.71, 0.46, 1.07], [0.00, 1.85, -1.12], [-1.73, 1.54, -0.88], [-0.71, 2.16, 0.43], [-0.30, -1.73, 1.21], [-1.74, -0.77, 1.50], [-1.61, -1.79, 0.04], [0.98, -1.65, -0.78], [1.05, -0.20, -1.81]], "nbo_charge": [-0.631, 0.255, -0.630, -0.552, 0.791, -0.554, -0.500, 0.217, 0.219, 0.238, 0.224, 0.225, 0.221, 0.240, 0.240]}


{"formula": "C4H8N2O2", "method": "wB97M-V/def2-TZVPD", "smiles": "CC(C(=O)O)=C(N)N", "orbital_gap_ev": 8.0, "spin_multiplicity": 1, "homo_ev": -7.584, "elements": ["C", "C", "C", "O", "O", "C", "N", "N", "H", "H", "H", "H", "H", "H", "H", "H"], "xyz": [[-1.06, 1.61, -0.67], [-0.66, 0.32, 0.00], [-1.42, -0.32, 0.96], [-2.45, -0.32, 1.54], [-0.11, -1.28, 1.52], [0.64, -0.29, -0.09], [0.84, -1.31, -0.99], [1.76, 0.42, 0.25], [-0.87, 1.57, -1.75], [-2.13, 1.80, -0.53], [-0.51, 2.46, -0.28], [-0.06, -2.16, 1.11], [1.78, -1.67, -1.11], [0.01, -1.79, -1.30], [1.61, 1.06, 1.01], [2.62, -0.11, 0.34]], "nbo_charge": [-0.607, -0.487, 0.754, -0.584, -0.838, 0.652, -0.801, -0.781, 0.202, 0.237, 0.195, 0.458, 0.389, 0.419, 0.410, 0.380]}


{"formula": "C56H69N2P2SiSr", "method": "wB97M-V/def2-TZVPD", "orbital_gap_ev": 6.9, "total_charge": -1, "spin_multiplicity": 1, "homo_ev": -4.450, "elements": ["Sr", "C", "P", "C", "C", "C", "C", "C", "C", "C", "C", "C", "C", "C", "C", "C", "C", "C", "C", "C", "P", "C", "C", "C", "C", "C", "C", "C", "C", "C", "C", "C", "C", "N", "H", "H", "H", "H", "H", "H", "H", "H", "H", "H", "H", "H", "H", "H", "H", "H", "H", "H", "H", "H", "H", "H", "H", "H", "H", "H", "C", "C", "C", "C", "C", "C", "C", "C", "C", "C", "C", "C", "C", "C", "C", "C", "C", "H", "H", "H", "H", "H", "H", "H", "H", "H", "H", "H", "H", "H", "H", "H", "H", "H", "H", "H", "H", "H", "H", "H", "H", "H", "H", "H", "H", "H", "C", "Si", "C", "C", "N", "C", "C", "C", "C", "C", "C", "H", "H", "H", "H", "H", "H", "H", "H", "H", "H", "H", "H", "H", "H"], "xyz": [[0.50, 1.06, 0.08], [-2.03, -0.30, 1.75], [-0.67, -0.64, 2.97], [-1.18, 0.42, 4.38], [-0.87, 1.77, 4.28], [-1.24, 2.66, 5.27], [-1.91, 2.20, 6.40], [-2.19, 0.85, 6.52], [-1.84, -0.04, 5.51], [-1.07, -2.31, 3.60], [-2.29, -2.96, 3.43], [-2.50, -4.20, 4.01], [-1.51, -4.81, 4.76], [-0.28, -4.18, 4.91], [-0.06, -2.94, 4.33], [-1.79, -1.15, 0.53], [-2.60, -2.12, -0.01], [-1.88, -2.68, -1.08], [-0.66, -2.04, -1.10], [0.48, -2.34, -2.02], [1.86, -3.09, -1.07], [1.04, -4.64, -0.58], [0.45, -4.67, 0.68], [-0.28, -5.77, 1.10], [-0.43, -6.86, 0.25], [0.16, -6.85, -1.01], [0.88, -5.74, -1.42], [2.98, -3.67, -2.41], [2.82, -3.32, -3.75], [3.76, -3.71, -4.70], [4.86, -4.46, -4.33], [5.03, -4.81, -3.00], [4.10, -4.41, -2.05], [-0.57, -1.10, -0.10], [-2.00, 0.77, 1.55], [-3.02, -0.48, 2.17], [-0.31, 2.14, 3.43], [-1.00, 3.71, 5.17], [-2.19, 2.88, 7.19], [-2.70, 0.47, 7.40], [-2.08, -1.09, 5.61], [-3.07, -2.51, 2.84], [-3.46, -4.70, 3.87], [-1.68, -5.78, 5.21], [0.51, -4.66, 5.48], [0.90, -2.46, 4.43], [-3.60, -2.38, 0.32], [-2.19, -3.46, -1.76], [0.83, -1.44, -2.54], [0.13, -3.04, -2.78], [0.55, -3.81, 1.33], [-0.75, -5.76, 2.07], [-1.00, -7.72, 0.57], [0.04, -7.70, -1.67], [1.32, -5.73, -2.41], [1.96, -2.74, -4.07], [3.62, -3.42, -5.74], [5.59, -4.76, -5.07], [5.89, -5.39, -2.70], [4.26, -4.68, -1.01], [2.35, 2.28, 2.24], [3.21, 1.29, 1.68], [3.44, 1.68, 0.31], [2.66, 2.84, 0.09], [2.04, 3.25, 1.27], [1.47, 4.64, 1.49], [2.63, 5.60, 1.80], [0.75, 5.15, 0.24], [0.52, 4.70, 2.69], [4.51, 1.28, -0.72], [5.89, 1.78, -0.25], [4.27, 1.98, -2.06], [4.57, -0.21, -1.03], [3.66, 0.09, 2.52], [3.13, 0.23, 3.96], [5.18, -0.05, 2.65], [3.10, -1.23, 1.98], [2.02, 2.30, 3.26], [2.65, 3.41, -0.83], [3.36, 5.58, 0.98], [3.15, 5.29, 2.71], [2.28, 6.62, 1.92], [1.44, 5.27, -0.59], [0.29, 6.13, 0.43], [-0.04, 4.47, -0.08], [0.99, 4.28, 3.58], [-0.41, 4.15, 2.50], [0.25, 5.73, 2.92], [5.86, 2.86, -0.11], [6.65, 1.55, -1.00], [6.20, 1.34, 0.69], [4.33, 3.07, -1.97], [3.30, 1.74, -2.49], [5.03, 1.66, -2.77], [4.90, -0.82, -0.19], [5.27, -0.40, -1.86], [3.59, -0.58, -1.34], [3.48, 1.14, 4.43], [3.49, -0.62, 4.56], [2.04, 0.22, 3.99], [5.63, 0.87, 3.02], [5.66, -0.31, 1.71], [5.42, -0.85, 3.36], [2.01, -1.21, 1.97], [3.41, -2.07, 2.61], [3.43, -1.44, 0.97], [-2.40, 3.22, 0.73], [-2.48, 2.93, -1.14], [-4.06, 1.95, -1.43], [-2.70, 4.61, -1.95], [-1.04, 2.13, -1.57], [-0.70, 1.78, -2.85], [-1.52, 1.95, -3.99], [-1.11, 1.57, -5.25], [0.13, 0.99, -5.47], [0.96, 0.80, -4.38], [0.56, 1.19, -3.12], [-2.50, 4.28, 0.96], [-1.45, 2.92, 1.19], [-3.19, 2.69, 1.26], [-4.90, 2.44, -0.94], [-3.96, 0.94, -1.02], [-4.30, 1.85, -2.49], [-3.47, 5.19, -1.42], [-3.00, 4.54, -2.99], [-1.77, 5.18, -1.91], [-2.50, 2.39, -3.87], [-1.79, 1.72, -6.09], [0.44, 0.69, -6.47], [1.95, 0.36, -4.51], [1.26, 1.03, -2.30]], "lowdin_charge": [1.374, -0.307, 1.078, -0.352, -0.108, -0.079, -0.098, -0.093, -0.081, -0.379, -0.079, -0.088, -0.108, -0.089, -0.105, -0.452, -0.089, -0.077, -0.437, -0.300, 1.084, -0.368, -0.090, -0.075, -0.098, -0.096, -0.088, -0.391, -0.092, -0.092, -0.106, -0.098, -0.112, -0.110, 0.031, 0.091, 0.065, 0.097, 0.096, 0.097, 0.097, 0.091, 0.102, 0.098, 0.100, 0.098, 0.087, 0.092, 0.055, 0.092, 0.093, 0.086, 0.094, 0.095, 0.102, 0.088, 0.098, 0.094, 0.097, 0.103, -0.091, -0.160, -0.191, -0.162, -0.304, -0.550, -0.051, -0.048, -0.063, -0.526, -0.043, -0.069, -0.054, -0.525, -0.078, -0.059, -0.075, 0.082, 0.096, 0.083, 0.085, 0.076, 0.082, 0.087, 0.051, 0.076, 0.049, 0.086, 0.088, 0.081, 0.051, 0.080, 0.063, 0.084, 0.058, 0.085, 0.061, 0.086, 0.079, 0.049, 0.089, 0.053, 0.078, 0.031, 0.086, 0.022, -0.179, 0.341, -0.172, -0.177, -0.217, -0.391, -0.054, -0.112, -0.133, -0.120, -0.102, 0.035, -0.027, 0.031, 0.024, 0.023, 0.016, 0.023, 0.016, 0.021, 0.073, 0.093, 0.083, 0.099, 0.038]}


Calculated max |F| (eV/Å), listed in the same order as above: 6.19 0.82 1.44 1.01